No. 1
DFT (ωB97M-V/def2-TZVPD) results for a structure of composition C37H24F2N11NiO in a non-equilibrium geometry.

For the total energy, the calculation gives -103677.8584 eV. Its max |F| is 2.93 eV/A. The value obtained for the relative energy (zero: lowest compared OMol25 entry of this formula, charge and spin) is 0.000 eV. The spin multiplicity is 3. Its charge is -1.

Each line ends with the Löwdin charge.
Positions of all 76 atoms, in Å:
Ni 13.75283 11.54634 8.15211  0.54
C 8.28616 14.66678 9.86261  -0.11
C 8.75122 15.67329 8.99714  -0.11
C 10.03802 15.60440 8.43939  -0.02
C 10.80532 14.45278 8.72859  -0.10
C 12.07484 13.93896 8.18295  -0.26
N 12.83957 14.72021 7.43504  0.18
C 14.01512 14.22428 7.07457  -0.30
C 15.00183 15.07335 6.41041  -0.13
C 14.91402 16.38945 5.98160  -0.02
C 16.04314 16.95438 5.34838  -0.10
C 17.22969 16.20132 5.23433  -0.10
C 17.34144 14.90367 5.77968  -0.02
C 16.17717 14.34440 6.32232  -0.13
C 15.84260 13.00545 6.79159  -0.26
N 16.70368 11.99956 6.55892  0.18
C 16.36293 10.76736 6.94895  -0.26
N 15.26438 10.39952 7.72811  0.09
C 15.33253 9.04229 7.93012  -0.27
N 14.50182 8.23955 8.54106  0.18
C 13.44829 8.79512 9.14736  -0.27
N 12.98009 10.10092 9.04837  0.09
C 11.88099 10.15066 9.92508  -0.29
N 10.97610 11.10850 10.00945  0.18
C 11.24406 12.26708 9.41217  -0.27
N 12.31617 12.63402 8.60275  0.07
C 10.27249 13.38088 9.49163  -0.11
C 9.05204 13.53613 10.14863  -0.03
C 11.74320 8.93260 10.68255  -0.13
C 10.96456 8.56254 11.77041  -0.06
C 11.14276 7.33273 12.35024  -0.11
C 12.12065 6.41695 11.85221  -0.10
C 12.88857 6.74716 10.73174  -0.02
C 12.70781 8.03771 10.16402  -0.11
C 16.51451 8.51204 7.23722  -0.11
C 17.01974 7.23760 7.08772  -0.03
C 18.25611 7.06194 6.49909  -0.10
C 18.96317 8.15432 5.98131  -0.10
C 18.45216 9.44447 6.09605  -0.03
C 17.21946 9.59946 6.71051  -0.12
N 14.53224 13.00252 7.28643  0.07
H 7.32874 14.85964 10.34050  0.09
H 8.05359 16.51161 8.73962  0.10
H 10.49141 16.26427 7.72279  0.10
H 13.98787 16.91470 6.09074  0.10
H 15.95320 17.95548 5.00494  0.07
H 18.05549 16.78641 4.85194  0.08
H 18.31962 14.41805 5.76335  0.10
H 8.65720 12.76070 10.80046  0.10
H 10.26791 9.33806 12.17909  0.12
H 10.60867 7.18343 13.27428  0.08
H 12.16940 5.38669 12.28802  0.10
H 13.62023 6.07867 10.24084  0.11
H 16.43479 6.37425 7.40220  0.11
H 18.64170 6.07381 6.31566  0.09
H 19.92628 7.98680 5.48344  0.10
H 19.00360 10.37814 5.90858  0.12
F 11.36528 6.01572 3.15151  0.04
C 11.34160 6.30316 4.51586  -0.27
F 10.98308 5.12960 5.15763  0.06
H 12.37963 6.60213 4.78361  0.18
C 7.75896 9.67173 5.04076  -0.05
N 8.94072 8.93612 5.31813  -0.12
C 9.55334 8.91492 6.64305  -0.02
C 10.60426 7.77824 6.39602  -0.37
O 11.43246 7.39325 7.21422  0.04
N 10.50643 7.42636 4.99043  0.12
C 9.45194 8.07196 4.45080  -0.42
N 8.96648 7.79624 3.22917  0.15
H 6.95744 8.97396 4.83459  0.08
H 7.84608 10.36077 4.18855  0.09
H 7.50298 10.16687 5.97285  0.09
H 8.87565 8.64628 7.46918  0.13
H 10.06962 9.85207 6.84266  0.12
H 8.05542 8.15800 2.88193  0.11
H 9.30298 6.92986 2.81692  0.09

Force components x, y, z for each atom (eV/Å):
Ni 0.573 -0.563 -0.156
C 0.483 0.300 0.124
C 0.210 0.722 -0.623
C 0.098 -1.427 0.468
C -0.728 -1.301 -0.057
C -0.187 0.353 0.173
N -0.534 -0.952 0.634
C 0.854 0.975 -0.696
C -0.631 0.213 0.555
C 1.152 0.144 -0.815
C -1.350 -1.666 1.070
C -0.331 -0.016 0.995
C 0.174 1.312 -0.827
C 0.168 -1.179 -0.171
C 0.562 0.953 -0.344
N -1.394 -1.906 1.104
C 0.942 1.545 0.229
N -0.083 -0.166 -0.360
C -0.168 0.022 -1.080
N 0.446 0.672 -0.061
C -0.775 0.473 0.918
N -0.553 -2.453 1.258
C 0.036 -0.668 -0.108
N 1.048 1.882 -0.393
C -1.350 0.062 0.209
N -1.367 1.166 0.366
C 0.946 0.572 -0.226
C -0.538 -0.052 -0.251
C 1.164 -0.487 -1.240
C -0.908 1.355 0.368
C 0.765 0.113 -0.056
C -0.332 -0.659 -0.409
C -0.061 0.501 -0.324
C -0.036 0.501 0.165
C 0.586 0.519 -0.105
C -0.461 -0.761 0.423
C 0.005 0.368 -0.891
C 0.383 0.303 -0.006
C 0.315 0.618 0.486
C -0.957 -0.085 0.215
N 1.311 -0.395 -0.468
H 0.068 -0.397 -0.032
H 0.873 -0.758 0.304
H -0.287 0.644 -0.045
H -0.318 0.350 0.055
H 0.260 0.688 -0.375
H 0.437 -0.554 -0.160
H -0.514 -0.164 0.003
H 0.144 0.060 -0.102
H 0.539 -0.975 -0.261
H -0.126 -0.606 0.072
H 0.147 1.129 -0.336
H -0.512 0.294 0.616
H 0.152 0.199 0.169
H 0.070 -0.250 0.155
H -0.356 0.097 0.305
H -0.114 -0.703 -0.538
F -0.940 0.810 1.366
C 0.927 0.368 0.892
F 0.168 1.247 -0.888
H -0.699 -0.690 0.050
C -0.323 -0.036 0.198
N -0.615 1.123 1.433
C 1.026 -1.576 -1.294
C -0.113 0.547 0.368
O -0.125 -0.162 -0.797
N 0.724 -1.385 1.093
C 1.228 -0.473 -0.727
N -1.485 -0.402 -2.496
H -0.591 -0.107 -0.190
H 0.095 0.106 0.325
H -0.177 0.479 -0.262
H 0.082 0.133 -0.117
H 0.035 0.292 0.353
H 1.275 -0.598 0.775
H -0.434 0.367 -0.006

=====

No. 2
DFT (ωB97M-V/def2-TZVPD) results for a cluster of 3 separate species, C6H18N3O in total in a non-equilibrium geometry.

For the total energy, the calculation gives -13020.2096 eV. Its max |F| is 6.75 eV/A. The value obtained for the relative energy (zero: lowest compared OMol25 entry of this formula, charge and spin) is 0.000 eV. The spin multiplicity is 3. Its charge is +1.

Each line ends with the natural charge from an NBO analysis.
Positions of all 28 atoms, in Å:
C -0.66486 2.17182 0.48062  -0.65
C -1.80394 -2.68545 0.22968  -0.43
C 0.76433 0.08890 -1.98248  -0.41
C 3.46031 1.20827 0.86749  -0.42
C -1.96824 1.49925 0.71237  -0.03
C -0.20498 -0.78860 0.20473  0.39
N -0.84069 -1.73995 0.86507  -0.52
N -0.13864 -0.68264 -1.13839  -0.56
N 2.75920 -0.04318 0.96758  -0.86
O -2.44671 0.57446 0.11467  -0.25
H 0.12108 1.88670 1.16640  0.21
H -0.95463 3.18559 0.56378  0.26
H -0.18997 1.90679 -0.46996  0.21
H -1.83661 -3.55905 0.82823  0.24
H -2.77553 -2.14546 0.14717  0.25
H -1.32307 -3.02131 -0.69733  0.21
H 1.31858 0.76544 -1.38170  0.22
H 1.47346 -0.63675 -2.57192  0.23
H 0.16301 0.52077 -2.74180  0.22
H 4.52747 1.22340 0.62080  0.20
H 3.02367 1.73764 0.04748  0.18
H 3.14954 1.85382 1.72956  0.21
H -2.49483 1.72411 1.70453  0.26
H -0.52822 -1.88512 1.80453  0.43
H -0.85020 -1.15629 -1.76543  0.43
H 0.44418 -0.18334 0.87979  0.27
H 3.11957 -0.68427 0.32987  0.36
H 2.95322 -0.51744 1.93218  0.37

Force components x, y, z for each atom (eV/Å):
C 0.635 -0.785 -0.521
C 0.921 1.507 -0.061
C 1.222 -2.294 -0.649
C -0.574 1.654 0.456
C 0.944 4.734 4.393
C 1.280 -0.720 -0.518
N -0.446 0.019 -1.414
N -1.969 -1.151 0.237
N -0.304 -1.032 3.854
O -2.562 -5.192 -3.462
H 0.173 0.210 0.856
H 0.688 1.352 -0.090
H -0.785 0.508 -0.195
H -0.448 -0.650 0.762
H 0.689 -0.780 -0.284
H -0.642 0.257 -0.164
H 0.573 0.700 0.173
H -1.086 1.252 1.405
H -0.361 1.011 -0.523
H 0.013 -0.342 0.757
H -0.362 0.492 -0.847
H 0.915 -0.612 -0.501
H 0.548 -0.218 -0.900
H -0.333 0.132 0.441
H 1.034 0.389 1.761
H -0.117 -0.311 -1.292
H 0.706 -1.352 -1.428
H -0.355 1.221 -2.246

=====

No. 3
DFT (ωB97M-V/def2-TZVPD) results for a cluster of 13 separate species, C2H27O14 in total in a non-equilibrium geometry.

For the total energy, the calculation gives -31178.8389 eV. Its max |F| is 3.45 eV/A. The value obtained for the relative energy (zero: lowest compared OMol25 entry of this formula, charge and spin) is 2.875 eV. Its charge is -1.

Each line ends with the natural charge from an NBO analysis.
Positions of all 43 atoms, in Å:
C 1.20743 0.12986 0.26862  -0.73
C -0.13183 0.57327 -0.26372  0.74
O -1.07344 -0.30807 -0.43627  -0.83
O -0.34476 1.79667 -0.42815  -0.79
H 2.05686 0.53662 -0.28012  0.19
H 1.42474 -0.93114 0.14545  0.20
H 1.31083 0.51505 1.28303  0.22
O -0.72423 4.04057 -3.71810  -0.95
H -0.59454 3.23769 -4.22287  0.47
H -0.87925 3.73889 -2.82300  0.49
O 1.21377 -1.65742 -4.14025  -0.93
H 1.84940 -1.48235 -3.44630  0.47
H 1.70717 -1.54204 -4.95233  0.46
O -3.07834 -3.41911 -3.78081  -0.94
H -2.88406 -4.29641 -3.45090  0.46
H -2.57807 -2.83296 -3.21302  0.48
O -4.94632 1.48597 -1.31258  -0.96
H -4.02175 1.25715 -1.21752  0.49
H -5.18423 1.16696 -2.18313  0.46
O 2.52906 0.23368 5.76152  -0.93
H 2.56346 1.18925 5.71757  0.47
H 3.10232 -0.05992 5.05342  0.46
O -2.41960 0.22102 3.07292  -0.95
H -2.20628 0.21983 2.13979  0.49
H -3.33099 -0.06905 3.11110  0.46
O 1.34732 5.40552 -0.12121  -0.95
H 1.81813 5.09706 -0.89543  0.47
H 0.56766 4.85190 -0.07804  0.48
O -4.22915 3.66514 1.61955  -0.95
H -3.29796 3.45728 1.69639  0.48
H -4.44664 3.45979 0.71028  0.48
O 6.25688 2.57244 0.50874  -0.93
H 5.86101 1.71286 0.36513  0.47
H 6.93742 2.63819 -0.16117  0.46
O 2.82689 -3.73255 3.45853  -0.93
H 3.04937 -4.13706 4.29705  0.46
H 3.45466 -3.01623 3.36358  0.46
O -2.07626 -4.27495 1.55480  -0.95
H -1.23214 -4.59945 1.86849  0.47
H -1.88484 -3.40300 1.20940  0.48
O 0.42009 -4.61509 -1.76830  -0.94
H 0.20870 -3.70253 -1.96527  0.48
H -0.14830 -5.12337 -2.34694  0.46

Force components x, y, z for each atom (eV/Å):
C 1.092 -0.225 -0.460
C -3.339 -0.617 -0.608
O 1.982 0.675 0.440
O 0.836 0.206 0.001
H -0.171 0.777 -0.231
H -0.658 -0.255 0.670
H -0.005 -0.404 0.146
O 0.023 0.364 -0.267
H 0.024 -0.226 -0.022
H -0.016 -0.248 0.406
O -0.196 -0.130 -0.049
H 0.078 0.100 0.292
H 0.074 0.012 -0.213
O -0.133 -0.072 -0.280
H -0.019 -0.186 0.111
H 0.144 0.316 0.211
O -0.300 0.229 0.142
H 0.514 -0.169 0.130
H -0.038 -0.062 -0.175
O 0.015 -0.169 0.257
H -0.075 0.253 -0.036
H 0.052 -0.074 -0.214
O 0.059 0.072 0.395
H 0.235 -0.034 -0.549
H -0.196 -0.037 -0.019
O 0.135 0.404 0.141
H 0.055 -0.151 -0.161
H -0.208 -0.371 0.042
O -0.207 0.227 0.224
H 0.289 -0.155 0.032
H -0.090 -0.167 -0.302
O 0.046 0.138 0.177
H -0.206 -0.197 -0.013
H 0.158 0.061 -0.162
O -0.092 -0.125 -0.136
H -0.006 -0.106 0.226
H 0.090 0.208 -0.094
O -0.295 -0.274 0.058
H 0.227 -0.026 0.035
H 0.082 0.381 -0.149
O 0.180 -0.224 0.131
H -0.045 0.399 -0.008
H -0.097 -0.113 -0.119

=====

Q: Among the records above, which one has the highest relative energy (zero: lowest compared OMol25 entry of this formula, charge and spin)?
A: C2H27O14

=====

Q: relative energy (zero: lowest compared OMol25 entry of this formula, charge and spin) of number 3 (C2H27O14)?
A: 2.875 eV

=====

Q: Among the records above, which one has the lowest max |F|?
A: C37H24F2N11NiO